(1)
15
Properties=species:S:1:pos:R:3:forces:R:3 method="wB97M-V/def2-TZVPD" e_homo_ha=-0.336 orbital_gap_ev=10.18 molar_mass_g_mol=70.135 smiles="C=C(C)CC"
C -0.438776 -1.839894 0.158525 0.942 -0.086 -1.516
C -0.822930 -0.382324 -0.401272 -2.532 -1.488 0.675
C 0.180881 0.704445 -0.275042 -0.058 0.717 1.119
C 0.945709 0.728168 1.073844 0.810 -1.082 0.301
C 0.238975 1.672472 -1.205964 0.503 0.452 0.261
H -1.345789 -2.471994 0.199979 0.401 0.359 -0.196
H -0.081116 -1.768256 1.218214 0.010 -0.066 -1.100
H 0.348161 -2.422315 -0.547870 -1.648 1.491 1.807
H -1.310954 -0.387839 -1.421183 0.951 -0.369 0.816
H -1.760340 -0.097469 0.235652 1.645 -0.215 -0.670
H 1.391547 1.747863 1.153303 -0.385 -0.803 0.483
H 0.336731 0.375187 2.082558 1.403 1.117 -2.846
H 1.853389 -0.008689 0.943052 -1.696 1.253 0.524
H -0.392846 1.516024 -2.102399 0.624 0.424 0.486
H 0.857359 2.634620 -1.111396 -0.971 -1.705 -0.142

=====

(2)
51
Properties=species:S:1:pos:R:3:forces:R:3 method="wB97M-V/def2-TZVPD" e_homo_ha=-0.108 orbital_gap_ev=4.67 charge=-1 molar_mass_g_mol=387.408
C 3.302265 1.014302 1.702201 0.218 0.387 0.035
C 2.592556 -0.245399 1.294339 -0.390 0.263 0.114
O 1.187414 0.057921 1.310009 1.744 0.179 0.016
C 0.421090 -1.052847 1.215422 -3.353 -0.104 0.174
C -0.984512 -0.674316 1.209981 0.401 -2.038 -0.298
C -2.045569 -1.590063 0.831854 1.253 1.787 1.116
O -2.005279 -2.805799 0.759867 -0.452 -1.257 -0.457
C -3.300168 -0.724137 0.599500 -0.110 -0.015 -0.299
C -3.008511 0.597150 1.303736 0.095 0.109 0.205
C -1.469578 0.703711 1.397728 0.050 0.957 -0.159
O 0.886742 -2.180212 1.169920 0.702 -0.244 -0.050
H 4.370720 0.822060 1.797930 0.125 0.028 0.001
H 3.164461 1.805928 0.959641 -0.028 -0.048 0.092
H 2.931645 1.381130 2.664712 0.000 -0.082 -0.123
H 2.882312 -0.553131 0.278761 -0.014 -0.111 0.300
H 2.803427 -1.058703 2.000222 -0.059 0.075 -0.304
H -3.396895 -0.539377 -0.481247 -0.003 -0.218 0.090
H -4.215725 -1.217702 0.936536 0.093 -0.050 -0.026
H -3.420205 1.451725 0.762054 -0.117 0.015 0.117
H -3.437494 0.601556 2.312641 -0.013 -0.039 -0.075
H -1.152997 1.127129 2.363381 -0.170 0.031 -0.660
H -1.094756 1.363277 0.595223 -0.046 0.184 0.182
C -0.944194 1.496920 8.417656 0.091 -0.039 0.101
C -2.099579 1.742200 7.465850 -0.658 -0.027 -0.563
C -3.008618 2.854097 7.991312 0.121 -0.262 -0.289
O -1.631822 2.137505 6.160557 -0.140 -0.144 0.615
C -1.131355 1.174100 5.335961 0.804 0.471 -1.676
O -0.584158 1.517192 4.303274 -0.502 -0.194 1.761
C -1.313201 -0.236299 5.736724 -0.346 -0.263 -0.006
C -0.709051 -1.210312 4.992555 -0.019 0.666 0.470
C -0.697435 -2.626399 5.283892 0.168 -1.325 0.313
C -0.687157 -3.137527 6.607638 -0.101 0.001 -0.689
C -0.831403 -4.501108 6.831026 0.154 0.209 -0.110
C -1.022554 -5.376590 5.752725 -0.087 0.338 -0.184
C -0.993518 -4.887509 4.440411 0.199 -0.319 0.444
C -0.724223 -3.545516 4.209134 -0.321 0.833 0.095
C -2.391417 -0.518290 6.716720 -0.097 -1.053 0.392
O -2.845797 -1.614116 6.960241 -0.062 1.285 -0.111
O -2.948902 0.580386 7.325512 0.689 0.247 0.135
H -0.276716 0.705529 8.061751 -0.110 0.120 0.058
H -0.373901 2.428944 8.520250 -0.091 -0.263 -0.043
H -1.352419 1.221777 9.398563 0.159 0.002 -0.237
H -3.855030 2.990959 7.312376 0.166 -0.031 0.100
H -3.379826 2.565036 8.979699 0.053 0.065 -0.185
H -2.448864 3.790271 8.069698 -0.057 -0.161 -0.032
H -0.191987 -0.868789 4.099440 0.026 -0.015 -0.078
H -0.590821 -2.445376 7.441430 -0.007 -0.235 -0.152
H -0.821682 -4.867296 7.857329 -0.012 -0.016 -0.267
H -1.196750 -6.436695 5.942918 0.031 0.270 -0.079
H -1.177665 -5.548008 3.593909 0.218 0.133 0.205
H -0.613909 -3.163591 3.192490 -0.196 -0.103 0.021

=====

(3)
20
Properties=species:S:1:pos:R:3:forces:R:3 method="wB97M-V/def2-TZVPD" e_homo_ha="-0.254 / -0.254" orbital_gap_ev="6.93 / 6.92" molar_mass_g_mol=133.147
C 2.244320 -0.640260 -0.269442 -2.047 0.459 -0.748
C 0.670948 1.335030 0.935344 -0.113 0.361 -0.135
N 0.500000 0.318888 -0.102755 2.871 -4.315 0.469
O 1.913488 -1.459489 -1.380814 0.661 0.197 0.303
H 2.419969 -2.287582 -1.355678 -0.226 0.257 0.080
H 0.503809 0.533242 -1.083854 -0.458 0.837 -0.130
H 3.010249 0.082449 -0.544438 -0.261 0.297 0.179
H 2.481779 -1.217421 0.623131 -0.446 0.284 0.148
H -0.166912 1.330479 1.628006 -0.242 -0.150 -0.339
H 1.557918 1.126581 1.531334 0.096 -0.025 -0.194
H 0.756131 2.306567 0.455273 0.013 0.079 0.177
C -0.613280 -0.866101 0.200377 -0.480 3.109 0.413
C -1.994810 0.792840 -0.409309 1.247 -1.871 0.416
C -3.000557 0.790169 0.437863 -0.539 -0.326 -0.433
O -0.680093 -1.757660 -0.787549 0.483 -0.174 -1.082
O -0.766786 -1.138050 1.360474 -0.015 0.161 0.195
H 0.141460 -1.737083 -1.327000 -0.527 0.048 0.345
H -2.041524 1.119987 -1.444313 -0.201 0.296 -0.019
H -2.936371 0.243550 1.374973 0.164 0.139 0.181
H -3.999737 1.123864 0.158376 0.019 0.338 0.172

=====

(4)
15
Properties=species:S:1:pos:R:3:forces:R:3 method="wB97M-V/def2-TZVPD" e_homo_ha=-0.326 orbital_gap_ev=9.89 molar_mass_g_mol=96.133 smiles=Cc1cnn(C)c1
C 0.337348 -2.261360 1.128467 0.172 -0.014 0.103
N 0.165907 -0.861323 0.807228 -0.052 -0.034 -0.072
C 0.481510 -0.296018 -0.380353 0.142 -0.001 0.022
C -0.161410 0.916046 -0.452387 0.107 -0.015 0.088
C -0.074748 1.905371 -1.573824 0.031 0.070 -0.022
C -0.849895 0.991779 0.781684 -0.011 0.098 -0.020
N -0.669392 -0.094253 1.523619 0.049 0.072 -0.194
H -0.370029 -2.845271 0.539735 0.018 -0.171 0.117
H 0.149413 -2.405382 2.190480 -0.039 0.056 -0.079
H 1.358667 -2.587827 0.901373 -0.212 0.143 -0.003
H 1.187196 -0.774544 -1.046509 -0.220 0.021 -0.039
H -1.040558 2.371811 -1.793089 0.118 -0.091 0.098
H 0.265333 1.409303 -2.488529 -0.039 0.104 0.125
H 0.637254 2.703745 -1.343154 -0.087 -0.030 -0.055
H -1.444121 1.815384 1.162074 0.023 -0.205 -0.070